The following is a DFT calculation (the ωB97M-V functional and the def2-TZVPD basis) of a molecular structure, C55H39Cl2N4O6Ta at a distorted geometry.

Computed properties:
ΔE to the lowest compared entry with this formula, charge and spin	2.5	kcal/mol
net charge	+2
total energy	-3766.75743	hartree
largest force on an atom	0.04796	Eh/bohr
frontier orbital gap	5.0	eV

Structure (XYZ):
```
107
C55H39Cl2N4O6Ta the ωB97M-V functional and the def2-TZVPD basis
Ta 0.261 -0.038 0.132
C -5.260 -8.476 -0.434
O -3.964 -8.236 0.079
C -3.450 -7.002 0.015
C -4.063 -5.906 -0.597
C -3.430 -4.682 -0.628
C -2.206 -4.491 0.007
C -1.601 -5.579 0.641
C -2.197 -6.817 0.620
C -1.589 -3.152 0.024
C -1.514 -2.488 1.252
C -2.125 -2.935 2.447
C -1.757 -2.066 3.437
C -0.912 -1.091 2.854
N -0.820 -1.312 1.502
C -0.338 0.033 3.523
C -0.424 1.289 2.872
C -0.750 2.512 3.521
C -0.945 3.450 2.550
C -0.715 2.812 1.302
C -0.748 3.451 0.063
C -1.047 4.903 0.010
C -0.084 5.865 0.314
C -0.381 7.204 0.220
C -1.663 7.633 -0.154
O -1.842 8.962 -0.206
C -3.106 9.484 -0.562
C -2.633 6.670 -0.439
C -2.316 5.326 -0.374
C -0.517 2.801 -1.148
N -0.277 1.445 -1.295
C -0.066 1.248 -2.646
C 0.016 0.008 -3.285
C 0.399 0.030 -4.708
C -0.515 -0.216 -5.732
C -0.137 -0.094 -7.049
C 1.183 0.231 -7.390
O 1.467 0.333 -8.696
C 2.784 0.677 -9.080
C 2.106 0.439 -6.363
C 1.705 0.369 -5.045
C -0.333 -1.192 -2.663
C -0.558 -2.425 -3.337
C -1.073 -3.294 -2.420
C -1.134 -2.604 -1.175
N -0.642 -1.319 -1.320
C -0.147 2.489 -3.339
C -0.445 3.446 -2.416
N -0.430 1.471 1.510
C 0.231 -0.078 4.841
C 0.999 0.978 5.387
C 1.682 0.841 6.563
C 1.641 -0.362 7.291
O 2.356 -0.406 8.408
C 2.432 -1.610 9.151
C 0.908 -1.429 6.753
C 0.253 -1.293 5.555
H -5.455 -9.531 -0.253
H -5.315 -8.274 -1.507
H -6.007 -7.873 0.091
H -5.032 -5.996 -1.058
H -3.906 -3.846 -1.117
H -0.637 -5.456 1.111
H -1.717 -7.672 1.069
H -2.779 -3.777 2.536
H -2.134 -2.048 4.440
H -0.906 2.634 4.574
H -1.237 4.473 2.682
H 0.910 5.557 0.599
H 0.368 7.952 0.424
H -2.989 10.566 -0.554
H -3.874 9.199 0.164
H -3.410 9.161 -1.561
H -3.634 6.954 -0.720
H -3.074 4.594 -0.604
H -1.535 -0.465 -5.482
H -0.848 -0.247 -7.844
H 2.765 0.755 -10.164
H 3.499 -0.096 -8.783
H 3.087 1.638 -8.654
H 3.137 0.658 -6.582
H 2.425 0.548 -4.261
H -0.358 -2.600 -4.376
H -1.373 -4.314 -2.571
H -0.035 2.607 -4.398
H -0.609 4.494 -2.576
H 1.104 1.904 4.847
H 2.298 1.638 6.943
H 3.133 -1.417 9.961
H 2.808 -2.432 8.534
H 1.459 -1.878 9.570
H 0.876 -2.382 7.255
H -0.236 -2.164 5.156
Cl 7.764 0.171 1.113
C 6.062 0.016 1.063
C 5.345 -0.183 2.251
C 3.967 -0.263 2.233
Cl 3.056 -0.506 3.671
C 3.238 -0.151 1.032
O 1.925 -0.164 1.023
C 3.987 -0.038 -0.175
C 3.291 -0.112 -1.420
O 2.066 -0.213 -1.548
C 5.388 0.065 -0.140
H 5.874 -0.279 3.186
H 3.912 -0.123 -2.328
H 5.936 0.181 -1.062
```

---

The following is a DFT calculation (the ωB97M-V functional and the def2-TZVPD basis) of a molecular structure, C33H21Cl5IN2PRh at a distorted geometry.

Computed properties:
ΔE to the lowest compared entry with this formula, charge and spin	18.5	kcal/mol
net charge	+1
total energy	-4430.02594	hartree
largest force on an atom	0.02526	Eh/bohr
frontier orbital gap	6.0	eV

Structure (XYZ):
```
64
C33H21Cl5IN2PRh the ωB97M-V functional and the def2-TZVPD basis
Rh 0.341 -0.960 0.760
I 2.555 -0.366 2.077
C 1.715 1.464 2.581
C 2.471 2.379 3.245
C 1.862 3.592 3.639
C 0.542 3.804 3.381
C -0.249 2.840 2.704
C -1.631 3.058 2.480
C -2.379 2.114 1.846
C -1.775 0.922 1.379
C -0.442 0.667 1.555
C 0.346 1.631 2.259
H 3.510 2.191 3.480
H 2.452 4.335 4.157
H 0.066 4.722 3.702
H -2.078 3.979 2.832
H -3.439 2.271 1.689
H -2.396 0.204 0.849
N 0.735 -1.348 -2.383
P 0.244 0.033 -1.504
C -1.365 0.453 -2.187
C -2.103 -0.453 -2.945
C -3.384 -0.126 -3.369
C -3.936 1.098 -3.023
C -3.209 2.000 -2.257
C -1.929 1.681 -1.835
C 1.353 1.365 -2.025
C 2.586 1.454 -1.381
C 3.515 2.404 -1.774
C 3.214 3.278 -2.810
C 1.989 3.196 -3.457
C 1.061 2.240 -3.071
C 1.340 -2.451 -1.801
C 1.816 -3.489 -2.609
C 2.383 -4.588 -2.010
C 2.479 -4.649 -0.620
C 1.991 -3.588 0.099
N 1.432 -2.501 -0.466
H 0.758 -1.320 -3.393
H -1.683 -1.414 -3.212
H -3.948 -0.830 -3.965
H -4.936 1.350 -3.350
H -3.639 2.955 -1.986
H -1.372 2.389 -1.232
H 2.823 0.776 -0.571
H 4.469 2.467 -1.269
H 3.936 4.024 -3.114
H 1.756 3.875 -4.266
H 0.111 2.183 -3.586
H 1.729 -3.419 -3.684
H 2.752 -5.402 -2.620
H 2.917 -5.497 -0.116
H 2.028 -3.585 1.182
Cl 0.265 -1.036 4.480
C -0.686 -2.085 3.497
C -0.653 -2.029 2.102
C -1.575 -2.798 1.426
Cl -1.655 -2.567 -0.312
C -2.463 -3.671 2.039
Cl -3.559 -4.591 1.096
C -2.434 -3.770 3.424
Cl -3.495 -4.852 4.225
C -1.559 -2.962 4.152
Cl -1.573 -3.047 5.863
```

---

The following is a DFT calculation (the ωB97M-V functional and the def2-TZVPD basis) of C3H6N2O2S2 in the gas phase at a distorted geometry.

Computed properties:
ΔE to the lowest compared entry with this formula, charge and spin	55.9	kcal/mol
total energy	-1174.15544	hartree
largest force on an atom	0.10413	Eh/bohr
frontier orbital gap	9.2	eV

Structure (XYZ):
```
15
C3H6N2O2S2 the ωB97M-V functional and the def2-TZVPD basis
C 2.009 0.344 0.122
C 0.734 -0.324 0.480
C -0.311 -0.139 -0.611
N -0.704 1.394 -0.454
N -1.484 -0.909 -0.490
O -2.262 3.123 0.428
O -2.931 -2.719 0.194
S -2.123 1.692 -0.029
S -1.568 -2.287 0.165
H 2.345 -0.354 -0.791
H 2.032 1.237 -0.462
H 2.628 0.355 0.948
H 0.406 0.122 1.341
H 1.043 -1.465 0.709
H 0.187 -0.068 -1.551
```

---

The following is a DFT calculation (the ωB97M-V functional and the def2-TZVPD basis) of a molecular structure, C14H25AsN4RhS.

Computed properties:
net charge	+3
multiplicity	5
total energy	-3510.86343	hartree
largest force on an atom	0.00647	Eh/bohr
frontier orbital gap (alpha / beta)	6.2 / 5.9	eV

Structure (XYZ):
```
46
C14H25AsN4RhS the ωB97M-V functional and the def2-TZVPD basis
Rh -0.648 -0.372 -0.271
C -1.905 -1.233 -4.455
C -1.181 -0.840 -3.216
N -1.685 -1.141 -1.894
N -2.639 -2.035 -1.698
C -2.920 -2.393 -0.408
N -3.928 -3.192 -0.170
S -1.917 -1.817 0.907
C -0.003 -0.139 -3.132
C 0.694 0.307 -4.303
C 1.883 0.986 -4.199
C 2.412 1.228 -2.932
C 1.714 0.791 -1.809
N 0.547 0.153 -1.863
H -2.783 -1.851 -4.275
H -1.258 -1.806 -5.122
H -2.264 -0.350 -4.989
H -3.129 -2.445 -2.489
H -4.556 -3.539 -0.888
H -4.122 -3.502 0.777
H 0.264 0.100 -5.273
H 2.402 1.319 -5.088
H 3.355 1.739 -2.796
H 2.123 0.965 -0.822
C -1.754 1.013 3.403
C -0.494 0.160 3.345
As 0.548 0.403 1.735
C 0.876 2.303 1.554
C 1.650 2.893 2.737
C 2.144 -0.695 1.870
C 2.829 -0.629 3.239
H -2.275 0.827 4.341
H -2.450 0.786 2.592
H -1.524 2.078 3.362
H -0.692 -0.907 3.463
H 0.209 0.434 4.138
H -0.116 2.753 1.467
H 1.387 2.489 0.607
H 1.143 2.715 3.685
H 1.723 3.971 2.600
H 2.662 2.495 2.800
H 2.826 -0.418 1.065
H 1.807 -1.716 1.665
H 3.188 0.371 3.476
H 3.688 -1.298 3.229
H 2.166 -0.960 4.037
```

---

Repeat the fourth record exactly.
The following is a DFT calculation (the ωB97M-V functional and the def2-TZVPD basis) of a molecular structure, C14H25AsN4RhS.

Computed properties:
net charge	+3
multiplicity	5
total energy	-3510.86343	hartree
largest force on an atom	0.00647	Eh/bohr
frontier orbital gap (alpha / beta)	6.2 / 5.9	eV

Structure (XYZ):
```
46
C14H25AsN4RhS the ωB97M-V functional and the def2-TZVPD basis
Rh -0.648 -0.372 -0.271
C -1.905 -1.233 -4.455
C -1.181 -0.840 -3.216
N -1.685 -1.141 -1.894
N -2.639 -2.035 -1.698
C -2.920 -2.393 -0.408
N -3.928 -3.192 -0.170
S -1.917 -1.817 0.907
C -0.003 -0.139 -3.132
C 0.694 0.307 -4.303
C 1.883 0.986 -4.199
C 2.412 1.228 -2.932
C 1.714 0.791 -1.809
N 0.547 0.153 -1.863
H -2.783 -1.851 -4.275
H -1.258 -1.806 -5.122
H -2.264 -0.350 -4.989
H -3.129 -2.445 -2.489
H -4.556 -3.539 -0.888
H -4.122 -3.502 0.777
H 0.264 0.100 -5.273
H 2.402 1.319 -5.088
H 3.355 1.739 -2.796
H 2.123 0.965 -0.822
C -1.754 1.013 3.403
C -0.494 0.160 3.345
As 0.548 0.403 1.735
C 0.876 2.303 1.554
C 1.650 2.893 2.737
C 2.144 -0.695 1.870
C 2.829 -0.629 3.239
H -2.275 0.827 4.341
H -2.450 0.786 2.592
H -1.524 2.078 3.362
H -0.692 -0.907 3.463
H 0.209 0.434 4.138
H -0.116 2.753 1.467
H 1.387 2.489 0.607
H 1.143 2.715 3.685
H 1.723 3.971 2.600
H 2.662 2.495 2.800
H 2.826 -0.418 1.065
H 1.807 -1.716 1.665
H 3.188 0.371 3.476
H 3.688 -1.298 3.229
H 2.166 -0.960 4.037
```

---

Which value of total energy does entry 2 give?
-4430.02594 hartree

---

The highest total energy belongs to which entry?
C3H6N2O2S2

---

Look up the largest force on an atom of the second one.
0.02526 Eh/bohr